This record from OMol25 describes a 4-piece molecular cluster, C33H62N2O2 overall at a distorted geometry. The level of theory is wB97M-V/def2-TZVPD.

Calculated values
**E_LUMO**: -0.4250 eV
**SMILES**: CCCCCCc1c(CN)ccc2c1C(=O)NC2=O.CCCCCC.CCCCCC.CCCCCC
**Frontier orbital gap**: 8.9 eV
**HOMO level**: -9.34 eV
**DFT total energy**: -1554.5455 hartree

Last column: Löwdin charge in e.
CARTESIAN COORDINATES (ANGSTROEM)
O  -0.49  -0.26  4.39  0.13
O  0.30  -4.47  3.53  0.12
N  -0.78  -2.53  4.20  0.11
N  0.68  -2.95  -2.73  0.00
C  1.72  7.48  -3.89  -0.23
C  -2.21  5.77  -3.96  -0.12
C  2.23  -2.49  5.87  -0.10
C  -3.06  3.90  -2.45  -0.23
C  -0.22  -4.81  0.20  -0.12
C  2.04  6.59  -5.09  -0.27
C  -1.92  2.91  -2.71  -0.23
C  -0.62  -1.19  3.66  -0.38
C  2.95  -3.39  8.14  -0.23
C  -0.41  -3.28  0.47  -0.07
C  3.06  9.53  -4.72  -0.27
C  -0.86  -0.36  1.07  0.01
C  -4.33  -5.63  0.42  -0.26
C  -1.04  -5.73  1.19  -0.20
C  -0.64  -1.32  2.12  -0.05
C  1.04  6.73  -6.23  -0.11
C  1.99  -3.53  6.95  -0.26
C  1.74  8.98  -4.17  -0.23
C  -1.96  -6.79  0.48  -0.19
C  -2.11  2.01  -3.93  -0.27
C  -5.29  -4.76  -0.50  -0.13
C  -0.64  -2.71  -2.13  -0.24
C  4.48  -6.13  8.06  -0.12
C  -0.83  -0.88  -0.31  0.00
C  -0.61  -2.30  -0.62  -0.11
C  -0.22  -3.44  3.21  -0.38
C  4.23  9.35  -3.75  -0.11
C  4.43  -3.59  7.80  -0.23
C  -3.37  4.85  -3.61  -0.27
C  -3.32  1.09  -3.83  -0.11
C  -3.07  -6.09  -0.40  -0.22
C  4.78  -4.93  7.16  -0.27
C  -0.42  -2.76  1.83  -0.01
H  4.25  -5.05  6.21  0.10
H  -3.38  0.44  -4.70  0.07
H  3.05  6.80  -5.46  0.10
H  -1.21  1.39  -4.04  0.10
H  0.97  -3.42  7.33  0.11
H  2.12  -1.47  6.27  0.08
H  -2.49  6.45  -4.76  0.07
H  -4.09  -5.06  1.35  0.10
H  -1.12  -1.86  -2.69  0.11
H  -5.70  -5.37  -1.35  0.08
H  4.03  9.85  -2.80  0.07
H  2.93  10.60  -4.92  0.10
H  -1.69  -5.14  1.90  0.10
H  4.43  8.30  -3.56  0.06
H  -4.77  -3.84  -0.89  0.07
H  1.00  -3.91  -2.63  0.06
H  -3.67  4.29  -4.50  0.10
H  0.87  -5.07  0.22  0.13
H  -1.33  -7.52  -0.09  0.11
H  -4.92  -6.55  0.67  0.11
H  -6.19  -4.39  0.07  0.07
H  -1.24  -3.66  -2.22  0.11
H  0.93  9.23  -4.87  0.10
H  -4.23  5.47  -3.33  0.11
H  -0.29  -6.28  1.82  0.11
H  -0.98  3.46  -2.82  0.10
H  5.02  -3.48  8.72  0.11
H  2.83  -2.40  8.58  0.11
H  -1.91  6.38  -3.09  0.08
H  -3.97  3.35  -2.20  0.10
H  3.42  -6.20  8.29  0.06
H  -1.33  5.21  -4.30  0.06
H  5.13  9.79  -4.18  0.07
H  2.05  5.55  -4.76  0.10
H  2.42  7.25  -3.08  0.10
H  -1.80  2.29  -1.82  0.10
H  1.03  7.74  -6.64  0.07
H  1.50  9.51  -3.24  0.11
H  -4.25  1.66  -3.77  0.07
H  -1.04  0.71  1.32  0.11
H  2.66  -4.11  8.91  0.10
H  -3.44  -6.86  -1.14  0.12
H  -0.60  -4.98  -0.85  0.08
H  1.38  -2.27  -2.44  0.07
H  3.22  -2.58  5.42  0.07
H  4.77  -2.79  7.13  0.10
H  4.78  -7.05  7.57  0.07
H  1.30  6.05  -7.05  0.07
H  5.03  -6.05  9.00  0.07
H  -1.74  -2.84  4.38  0.15
H  -2.52  -7.33  1.30  0.11
H  -2.81  4.49  -1.56  0.11
H  2.06  -4.53  6.52  0.10
H  -0.98  -0.12  -1.12  0.09
H  0.73  7.21  -3.51  0.10
H  -3.25  0.45  -2.94  0.07
H  1.49  -2.61  5.07  0.03
H  3.29  9.06  -5.67  0.10
H  5.85  -4.94  6.92  0.10
H  -2.68  -5.20  -0.97  0.09
H  -2.17  2.61  -4.84  0.10
H  0.03  6.48  -5.90  0.05


This record from OMol25 describes a 2-piece molecular cluster, C9H14O overall at a distorted geometry. The level of theory is wB97M-V/def2-TZVPD.

Calculated values
**E_LUMO**: 0.8112 eV
**SMILES**: Cc1ccc(O)cc1.CC
**Frontier orbital gap**: 9.2 eV
**HOMO level**: -8.41 eV
**DFT total energy**: -426.5476 hartree

Last column: natural (NBO) charge in e.
CARTESIAN COORDINATES (ANGSTROEM)
O  0.26  -3.36  0.75  -0.66
C  -0.11  -1.26  -0.49  -0.29
C  -2.50  -1.03  0.91  -0.19
C  3.18  1.22  -0.71  -0.61
C  3.24  2.19  0.43  -0.61
C  -1.03  -0.25  -0.83  -0.20
C  -1.58  -2.01  1.22  -0.25
C  -0.41  -2.20  0.47  0.29
C  -2.15  -0.08  -0.07  -0.05
C  -3.22  0.95  -0.37  -0.63
H  1.01  -3.42  0.16  0.48
H  -0.89  0.32  -1.74  0.22
H  3.31  1.73  -1.67  0.21
H  0.77  -1.45  -1.09  0.20
H  4.18  2.77  0.38  0.20
H  3.76  0.31  -0.54  0.21
H  2.17  0.80  -0.84  0.20
H  -3.42  -0.89  1.46  0.21
H  -3.97  0.57  -1.07  0.22
H  3.46  1.73  1.40  0.21
H  -1.78  -2.66  2.06  0.22
H  -3.73  1.26  0.54  0.21
H  -2.95  1.92  -0.80  0.22
H  2.38  2.85  0.44  0.21


This record from OMol25 describes C29H57AlBBr4ClF8I2KN6O8S as an isolated structure at a distorted geometry. The level of theory is wB97M-V/def2-TZVPD.

Calculated values
**Total charge**: +1
**E_LUMO**: -5.4490 eV
**Frontier orbital gap**: 4.6 eV
**HOMO level**: -10.09 eV
**DFT total energy**: -15484.8332 hartree

Last column: Löwdin charge in e.
CARTESIAN COORDINATES (ANGSTROEM)
I  -0.32  -1.22  4.18  0.95
I  4.05  -0.79  1.93  1.20
Br  3.56  5.55  -0.20  0.69
Br  0.13  -1.50  -5.76  0.69
Br  1.03  4.04  1.00  0.74
Br  0.61  6.48  -1.02  0.51
K  -0.38  0.96  -0.86  0.99
Cl  -4.19  -1.03  -5.05  0.63
S  -5.45  9.61  -0.50  0.81
Al  1.06  9.26  -0.91  0.64
F  3.07  2.31  3.98  0.07
F  -0.70  -7.03  5.30  0.16
F  -2.93  -4.39  -1.51  -0.55
F  5.29  2.30  3.39  0.09
F  -0.60  -8.53  6.86  0.17
F  4.19  4.30  3.68  0.11
F  3.70  2.97  1.86  -0.03
F  -0.56  -6.43  7.37  0.17
O  -4.64  -2.36  -5.36  -0.35
O  -4.98  9.17  -1.85  -0.57
O  -3.80  -0.35  -6.26  -0.38
O  -5.23  -0.30  -4.38  -0.35
O  1.99  -7.38  5.31  0.16
O  -3.02  -1.12  -4.16  -0.46
O  1.94  -7.34  7.56  0.04
O  -1.23  -0.86  0.95  -0.03
N  -1.01  -2.20  0.94  0.00
N  -3.25  -2.20  0.30  0.04
N  1.27  -1.71  0.88  -0.05
N  -0.75  -2.82  -4.29  -0.15
N  0.05  10.02  -2.76  0.06
N  0.30  -4.03  0.90  -0.04
C  3.98  -6.03  7.37  -0.06
C  1.99  -1.40  2.10  -0.70
C  1.32  -0.35  3.08  -0.77
C  0.89  -4.62  2.11  -0.15
C  4.07  -1.30  -1.66  -0.27
C  -2.25  10.36  -3.92  -0.14
C  -2.17  9.91  -5.39  -0.24
C  -0.21  -5.50  -0.97  -0.17
C  3.38  -7.40  7.61  -0.19
C  -1.15  10.71  -6.20  -0.10
C  1.01  1.03  2.49  -0.22
C  -1.07  -4.20  -3.75  -0.11
C  -7.15  10.15  -0.68  -0.26
C  1.39  -7.34  6.35  -0.40
C  -0.96  10.18  -3.27  -0.13
C  3.82  -0.82  -3.11  -0.09
C  1.92  0.29  -0.66  -0.15
C  -0.14  -7.33  6.47  -0.54
C  0.25  -4.91  -3.43  -0.18
C  0.32  -5.98  2.47  -0.14
C  0.13  -6.03  -2.38  -0.16
C  -2.25  -3.01  0.95  -0.17
C  -4.77  11.24  -0.20  -0.27
C  -0.97  -6.26  2.38  0.01
C  2.90  -2.11  -1.10  -0.18
C  0.21  -2.65  0.93  -0.23
C  0.85  -4.55  -0.38  -0.11
C  1.73  -1.28  -0.45  -0.31
C  1.74  5.71  0.37  -1.54
B  4.08  2.98  3.25  -1.31
H  1.97  -4.74  2.01  0.13
H  -5.19  11.65  0.72  0.06
H  3.31  -2.78  -0.34  0.09
H  -1.92  8.85  -5.44  0.12
H  -3.15  10.03  -5.84  0.12
H  -3.00  9.78  -3.38  0.11
H  1.00  0.84  -0.26  -0.14
H  0.60  -5.39  -4.35  0.12
H  -1.10  -4.89  -1.13  0.05
H  2.09  -0.17  3.82  0.04
H  1.00  -6.68  -2.37  0.11
H  -2.18  -3.94  0.39  0.10
H  0.72  -3.94  2.96  0.08
H  1.84  1.40  1.89  0.02
H  5.07  -6.07  7.49  0.09
H  0.04  1.13  1.97  0.04
H  0.88  -1.53  -1.14  0.13
H  4.13  -1.64  -3.76  0.08
H  -1.26  -7.20  1.94  0.08
H  2.85  0.70  -0.31  0.05
H  -1.64  -4.73  -4.51  0.14
H  1.83  -5.03  -0.28  0.14
H  3.75  -8.13  6.90  0.13
H  4.91  -2.00  -1.75  0.11
H  0.98  -6.76  2.84  0.10
H  0.96  -4.13  -3.15  0.09
H  -1.15  10.38  -7.24  0.08
H  -7.23  10.88  -1.49  0.06
H  -1.77  -5.59  2.68  0.07
H  -1.68  -4.02  -2.84  0.10
H  -0.74  -6.63  -2.64  0.13
H  0.95  1.71  3.33  0.08
H  4.45  0.02  -3.38  0.08
H  0.87  -3.72  -1.09  0.08
H  3.63  -7.75  8.60  0.13
H  -0.14  10.57  -5.82  0.07
H  0.23  -2.66  -4.08  -0.05
H  2.76  -0.66  -3.33  0.04
H  -3.92  -2.82  -0.16  0.08
H  4.43  -0.50  -1.01  0.05
H  -1.26  -2.04  -3.86  0.04
H  -3.69  -1.57  0.95  0.08
H  -7.76  9.28  -0.92  0.06
H  2.04  -2.29  2.72  0.04
H  1.72  6.39  1.21  -0.01
H  2.53  -2.75  -1.90  0.09
H  3.76  -5.67  6.36  0.07
H  -0.43  -6.32  -0.30  0.10
H  -2.53  11.41  -3.86  0.14
H  -3.69  11.15  -0.09  0.04
H  -5.00  11.90  -1.04  0.06
H  -2.59  -3.21  1.97  0.13
H  3.58  -5.30  8.07  0.09
H  -0.98  -0.56  0.08  -0.01
H  1.89  0.46  -1.78  0.09
H  -7.50  10.59  0.25  0.06
H  -1.38  11.77  -6.19  0.08


This record from OMol25 describes a 2-piece molecular cluster, C2H9NOS2 overall at a distorted geometry. The level of theory is wB97M-V/def2-TZVPD.

Calculated values
**E_LUMO**: 0.4145 eV
**SMILES**: NCCSS.O
**Frontier orbital gap**: 8.7 eV
**HOMO level**: -8.25 eV
**DFT total energy**: -1007.9270 hartree

Last column: natural (NBO) charge in e.
CARTESIAN COORDINATES (ANGSTROEM)
S  0.65  1.33  0.58  0.08
S  -0.14  2.73  -0.82  -0.14
O  -2.12  -2.78  -0.73  -0.97
N  0.60  -2.68  0.45  -0.88
C  0.84  -1.36  1.05  -0.22
C  0.14  -0.34  0.11  -0.53
H  -1.11  -2.58  -0.71  0.48
H  -0.21  -3.27  0.73  0.39
H  1.31  -3.16  0.09  0.37
H  0.50  -0.53  -0.89  0.21
H  1.91  -1.16  1.08  0.20
H  0.41  -1.32  2.05  0.20
H  -1.12  2.20  -1.40  0.12
H  -2.17  -3.33  -1.51  0.46
H  -0.90  -0.46  0.15  0.22


This record from OMol25 describes one molecule with the formula C3H4O3 at a distorted geometry. The level of theory is wB97M-V/def2-TZVPD.

Calculated values
**E_LUMO**: 0.1657 eV
**SMILES**: O=CC(O)C=O
**Frontier orbital gap**: 9.9 eV
**HOMO level**: -9.77 eV
**DFT total energy**: -342.3555 hartree

Last column: natural (NBO) charge in e.
CARTESIAN COORDINATES (ANGSTROEM)
O  1.53  1.00  0.39  -0.50
O  -0.19  -0.72  2.02  -0.50
O  -1.36  -0.60  -1.02  -0.68
C  -0.34  -0.03  1.05  0.42
C  1.14  0.55  -0.66  0.38
C  -0.10  -0.48  -0.38  -0.08
H  0.32  -1.49  -0.40  0.21
H  -2.02  -0.05  -0.57  0.48
H  -0.76  1.01  1.08  0.11
H  1.79  0.82  -1.52  0.16


This record from OMol25 describes an isolated ion of composition C7H16N and charge +1 at a distorted geometry. The level of theory is wB97M-V/def2-TZVPD.

Calculated values
**Total charge**: +1
**E_LUMO**: -3.4984 eV
**SMILES**: C/C=C(/C)C[C@@H](C)[NH3+]
**Frontier orbital gap**: 9.0 eV
**HOMO level**: -12.52 eV
**DFT total energy**: -330.8044 hartree

Last column: natural (NBO) charge in e.
CARTESIAN COORDINATES (ANGSTROEM)
N  0.72  0.51  2.09  -0.68
C  0.61  -0.53  -0.18  -0.47
C  -0.89  -1.18  -2.18  -0.65
C  -0.29  -1.71  1.88  -0.65
C  0.26  2.37  -1.04  -0.64
C  -0.22  -0.08  -1.37  0.00
C  -0.12  -0.37  1.17  -0.03
C  -0.37  1.19  -1.71  -0.17
H  0.87  -1.58  -0.33  0.24
H  1.59  -0.03  -0.15  0.22
H  0.65  -2.20  2.18  0.23
H  -0.98  1.47  -2.55  0.22
H  -0.48  3.17  -0.87  0.24
H  1.08  2.79  -1.63  0.24
H  -1.86  -0.86  -2.54  0.24
H  1.73  0.44  1.95  0.44
H  -0.28  -1.33  -3.08  0.24
H  -0.97  -2.14  -1.67  0.21
H  0.46  1.49  1.96  0.45
H  -0.94  -1.63  2.75  0.23
H  -1.08  0.12  1.06  0.24
H  -0.81  -2.40  1.23  0.26
H  0.60  0.29  3.08  0.44
H  0.67  2.18  -0.04  0.15


This record from OMol25 describes C26H48BiCl2N2O3P as an isolated structure at a distorted geometry. The level of theory is wB97M-V/def2-TZVPD.

Calculated values
**E_LUMO**: 0.2967 eV
**Frontier orbital gap**: 7.4 eV
**HOMO level**: -7.15 eV
**DFT total energy**: -2831.0910 hartree

Last column: Löwdin charge in e.
CARTESIAN COORDINATES (ANGSTROEM)
Bi  0.02  0.17  0.19  1.50
Cl  -2.64  0.19  0.78  0.23
Cl  0.83  2.69  0.43  -0.09
P  -0.02  -0.34  2.92  0.94
O  0.21  0.02  -2.02  -0.45
O  -0.40  -2.19  -0.05  -0.26
O  2.42  -0.89  0.05  -0.18
N  3.41  0.80  -1.16  -0.16
N  -0.03  -4.21  -1.03  -0.16
C  -1.59  0.58  3.40  -0.64
C  0.22  -1.97  5.20  -0.12
C  2.89  -0.41  -1.03  -0.32
C  -2.66  -1.14  -2.02  -0.11
C  0.78  -5.03  -1.92  -0.04
C  -0.86  3.09  -5.52  -0.09
C  1.59  1.11  4.69  -0.11
C  2.82  -0.50  3.16  -0.12
C  0.62  3.78  -3.73  -0.09
C  0.19  -2.89  -0.93  -0.25
C  -2.06  0.36  4.81  -0.13
C  -0.45  1.62  -3.64  -0.19
C  -1.65  2.05  2.99  -0.17
C  -4.20  1.49  -1.37  -0.18
C  0.00  4.05  -4.95  -0.10
C  -1.06  -4.86  -0.21  -0.02
C  1.63  0.45  3.32  -0.55
C  -0.79  0.30  -2.94  -0.41
C  -0.16  -1.98  3.73  -0.53
C  3.90  1.58  -0.02  -0.06
C  -1.08  1.89  -4.85  -0.05
C  -2.87  1.38  -2.03  -0.15
C  0.59  -3.08  2.98  -0.11
C  3.59  1.38  -2.49  -0.03
C  -2.20  0.24  -2.32  -0.31
C  0.38  2.58  -3.07  -0.07
H  -4.62  0.54  -1.05  0.04
H  -1.34  3.30  -6.46  0.09
H  -0.77  -0.46  -3.72  0.13
H  1.68  1.21  2.52  0.03
H  4.65  1.36  -2.79  0.09
H  -1.24  -2.21  3.65  0.12
H  -1.64  -5.54  -0.84  0.10
H  -0.06  -2.94  5.65  0.08
H  2.86  -0.94  2.15  0.04
H  -3.76  -1.21  -1.95  0.08
H  0.18  5.00  -5.45  0.10
H  0.27  -3.16  1.94  0.04
H  -1.49  2.21  1.92  -0.02
H  0.83  2.37  -2.10  0.02
H  -2.66  2.43  3.21  0.09
H  -2.22  -0.70  5.04  0.07
H  0.17  -5.54  -2.68  0.09
H  -4.10  2.15  -0.49  0.06
H  0.78  1.85  4.77  0.06
H  -2.42  2.35  -2.29  0.12
H  1.31  -1.85  5.34  0.07
H  3.74  0.09  3.29  0.08
H  -1.75  1.12  -5.26  0.12
H  4.99  1.71  -0.10  0.10
H  3.00  0.80  -3.21  0.09
H  -2.31  0.04  2.74  -0.05
H  1.33  -5.81  -1.38  0.09
H  1.50  -4.40  -2.43  0.08
H  -4.93  2.00  -2.02  0.08
H  1.30  4.50  -3.25  0.10
H  3.26  2.42  -2.51  0.09
H  -2.30  -1.86  -2.77  0.08
H  -0.30  -1.20  5.77  0.05
H  -1.70  -4.07  0.20  0.09
H  -1.34  0.79  5.51  0.07
H  0.89  -2.46  -1.67  0.13
H  2.83  -1.30  3.91  0.06
H  3.41  2.56  -0.02  0.04
H  1.68  -2.91  2.99  0.07
H  1.46  0.36  5.47  0.06
H  -0.90  2.65  3.53  0.07
H  -0.59  -5.42  0.62  0.10
H  2.83  -1.01  -1.96  0.14
H  -3.03  0.88  4.93  0.09
H  3.64  1.05  0.91  0.07
H  0.40  -4.04  3.47  0.08
H  -2.26  -1.44  -1.04  -0.01
H  2.55  1.62  4.85  0.08


This record from OMol25 describes one molecule with the formula CH4N2O at a distorted geometry. The level of theory is wB97M-V/def2-TZVPD.

Calculated values
**E_LUMO**: 0.8127 eV
**SMILES**: [H]/N=N\CO
**Frontier orbital gap**: 9.6 eV
**HOMO level**: -8.79 eV
**DFT total energy**: -225.1157 hartree

Last column: natural (NBO) charge in e.
CARTESIAN COORDINATES (ANGSTROEM)
O  1.25  -1.24  0.72  -0.73
N  0.00  1.28  -0.43  -0.05
N  -0.96  1.43  -1.11  -0.31
C  0.08  -0.34  0.37  -0.01
H  -0.16  0.00  1.27  0.15
H  2.06  -0.76  0.72  0.47
H  -0.65  -1.05  -0.09  0.16
H  -1.61  0.69  -1.46  0.31


- Which of these has the highest DFT total energy?
  CH4N2O


- The highest frontier orbital gap belongs to which entry?
  C3H4O3


- The lowest frontier orbital gap belongs to which entry?
  C29H57AlBBr4ClF8I2KN6O8S